{"formula": "C83H105CsN6O2P2Si", "method": "the ωB97M-V functional and the def2-TZVPD basis", "total_charge": -2, "largest_force_ev_per_a": 1.84, "gap_ev": 3.5, "e_tot_ev": -127818.1249, "e_homo_ha": -0.0190, "species": ["Cs", "C", "C", "C", "C", "C", "C", "C", "C", "C", "C", "C", "C", "N", "C", "O", "C", "C", "C", "C", "C", "N", "C", "O", "N", "C", "C", "C", "C", "C", "C", "C", "C", "C", "C", "C", "C", "H", "H", "H", "H", "H", "H", "H", "H", "H", "H", "H", "H", "H", "H", "H", "H", "H", "H", "H", "H", "H", "H", "H", "H", "H", "H", "H", "H", "H", "H", "H", "H", "H", "H", "H", "H", "H", "C", "N", "P", "C", "C", "C", "C", "C", "C", "C", "C", "C", "C", "C", "C", "P", "C", "C", "C", "C", "C", "C", "C", "C", "C", "C", "C", "C", "H", "H", "H", "H", "H", "H", "H", "H", "H", "H", "H", "H", "H", "H", "H", "H", "H", "H", "H", "H", "H", "H", "H", "C", "C", "C", "C", "C", "C", "C", "N", "C", "C", "C", "C", "C", "C", "C", "N", "C", "C", "C", "C", "H", "H", "H", "H", "H", "H", "H", "H", "H", "H", "H", "H", "H", "H", "H", "H", "H", "H", "H", "H", "H", "H", "H", "H", "C", "Si", "C", "C", "C", "C", "C", "C", "C", "C", "H", "H", "H", "H", "H", "H", "H", "H", "H", "H", "H", "H", "H", "H", "H", "H", "H", "H", "H", "H", "H"], "coordinates": [[-0.022, -0.296, 0.603], [0.599, -5.348, -2.918], [-0.347, -4.226, -3.358], [-1.564, -4.825, -4.069], [0.351, -3.195, -4.222], [1.191, -3.625, -5.236], [1.896, -2.725, -6.024], [1.728, -1.378, -5.771], [0.876, -0.899, -4.775], [0.787, 0.619, -4.696], [0.093, 1.169, -5.951], [0.103, 1.210, -3.476], [0.159, -1.812, -3.976], [-0.621, -1.425, -2.895], [-1.931, -1.501, -2.993], [-2.655, -1.651, -4.001], [-2.659, -1.370, -1.656], [-3.964, -0.896, -1.607], [-4.598, -0.808, -0.383], [-3.939, -1.266, 0.750], [-2.656, -1.776, 0.607], [-2.017, -1.798, -0.568], [-2.006, -2.405, 1.845], [-2.116, -3.634, 1.996], [-1.464, -1.507, 2.652], [-1.035, -1.806, 3.941], [0.186, -2.461, 4.211], [0.625, -2.574, 5.526], [-0.127, -2.099, 6.588], [-1.351, -1.501, 6.324], [-1.806, -1.335, 5.025], [-3.164, -0.713, 4.771], [-4.275, -1.637, 5.273], [-3.306, 0.687, 5.366], [0.991, -3.121, 3.107], [2.475, -2.757, 3.124], [0.797, -4.638, 3.187], [0.145, -5.933, -2.115], [1.551, -4.951, -2.561], [0.811, -6.036, -3.741], [-0.697, -3.704, -2.463], [-1.241, -5.381, -4.955], [-2.251, -4.039, -4.379], [-2.093, -5.517, -3.409], [1.305, -4.689, -5.412], [2.552, -3.068, -6.817], [2.267, -0.652, -6.375], [1.827, 0.977, -4.703], [0.596, 0.865, -6.870], [-0.933, 0.801, -5.992], [0.057, 2.262, -5.923], [-0.955, 0.971, -3.475], [0.205, 2.300, -3.501], [0.507, 0.828, -2.542], [-4.433, -0.582, -2.530], [-5.592, -0.383, -0.313], [-4.404, -1.247, 1.726], [1.566, -3.077, 5.726], [0.226, -2.212, 7.607], [-1.963, -1.148, 7.147], [-3.263, -0.624, 3.688], [-4.205, -1.786, 6.353], [-4.208, -2.614, 4.795], [-5.258, -1.212, 5.055], [-3.180, 0.681, 6.452], [-4.297, 1.091, 5.146], [-2.565, 1.373, 4.954], [0.581, -2.781, 2.155], [2.982, -3.177, 3.998], [2.619, -1.675, 3.135], [2.969, -3.154, 2.233], [1.040, -4.993, 4.192], [1.452, -5.151, 2.481], [-0.239, -4.890, 2.964], [1.925, 3.181, 1.011], [1.952, 2.810, 2.444], [2.720, 1.266, 2.834], [3.390, 1.661, 4.503], [3.295, 0.701, 5.502], [3.879, 0.921, 6.744], [4.553, 2.107, 6.989], [4.638, 3.078, 5.996], [4.057, 2.856, 4.760], [4.375, 1.168, 1.991], [4.602, 1.468, 0.650], [5.809, 1.167, 0.033], [6.815, 0.531, 0.738], [6.603, 0.204, 2.070], [5.404, 0.520, 2.686], [0.289, 2.573, 3.040], [0.532, 2.653, 4.862], [0.950, 3.793, 5.549], [1.050, 3.783, 6.927], [0.717, 2.635, 7.641], [0.299, 1.499, 6.970], [0.210, 1.509, 5.582], [-0.458, 4.225, 2.809], [-1.848, 4.255, 2.831], [-2.525, 5.465, 2.798], [-1.816, 6.652, 2.713], [-0.428, 6.630, 2.660], [0.249, 5.423, 2.712], [2.842, 3.713, 0.757], [1.086, 3.851, 0.819], [1.820, 2.332, 0.312], [2.742, -0.214, 5.316], [3.790, 0.172, 7.520], [5.002, 2.285, 7.959], [5.152, 4.011, 6.190], [4.110, 3.609, 3.982], [3.834, 1.929, 0.058], [5.939, 1.405, -1.014], [7.749, 0.278, 0.252], [7.373, -0.301, 2.638], [5.275, 0.253, 3.726], [1.210, 4.691, 5.002], [1.382, 4.672, 7.449], [0.788, 2.632, 8.722], [0.046, 0.596, 7.508], [-0.099, 0.611, 5.060], [-2.406, 3.326, 2.859], [-3.607, 5.473, 2.794], [-2.346, 7.595, 2.653], [0.127, 7.556, 2.570], [1.331, 5.406, 2.679], [5.183, -1.743, -5.854], [5.660, -0.606, -4.941], [5.764, 0.674, -5.771], [7.046, -0.951, -4.382], [4.698, -0.440, -3.771], [4.172, 0.784, -3.379], [3.305, 0.833, -2.297], [2.934, -0.220, -1.586], [3.428, -1.403, -1.960], [4.301, -1.546, -3.031], [2.960, -2.622, -1.232], [3.774, -3.738, -1.105], [3.272, -4.906, -0.533], [1.943, -4.886, -0.140], [1.211, -3.711, -0.272], [1.711, -2.592, -0.772], [4.162, -6.137, -0.403], [3.484, -7.245, 0.402], [4.475, -6.665, -1.809], [5.469, -5.754, 0.304], [5.814, -1.788, -6.744], [4.148, -1.596, -6.162], [5.238, -2.711, -5.358], [6.422, 0.500, -6.624], [6.181, 1.500, -5.194], [4.790, 0.979, -6.153], [7.758, -1.097, -5.198], [7.012, -1.866, -3.790], [7.419, -0.150, -3.740], [4.393, 1.698, -3.910], [2.867, 1.783, -2.011], [4.622, -2.537, -3.316], [4.797, -3.693, -1.453], [1.452, -5.756, 0.268], [0.171, -3.677, 0.038], [2.588, -7.615, -0.095], [3.203, -6.901, 1.398], [4.173, -8.085, 0.514], [3.558, -6.948, -2.328], [5.125, -7.542, -1.750], [4.977, -5.908, -2.411], [5.265, -5.291, 1.271], [6.060, -5.053, -0.285], [6.077, -6.646, 0.470], [-2.564, 2.329, -1.873], [-3.970, 3.641, -2.248], [-2.786, 5.243, -1.984], [-3.600, 6.535, -2.037], [-1.553, 5.403, -2.881], [-2.273, 5.092, -0.552], [-4.266, 3.382, -4.225], [-3.285, 2.407, -4.872], [-5.674, 2.795, -4.363], [-4.243, 4.660, -5.063], [-1.557, 2.655, -2.146], [-2.747, 1.379, -2.371], [-2.571, 2.138, -0.794], [-4.040, 6.700, -3.021], [-2.969, 7.406, -1.803], [-4.421, 6.497, -1.318], [-1.810, 5.812, -3.855], [-1.037, 4.454, -3.040], [-0.828, 6.097, -2.430], [-3.095, 4.866, 0.131], [-1.792, 6.021, -0.213], [-1.541, 4.288, -0.464], [-3.343, 1.400, -4.455], [-2.257, 2.751, -4.760], [-3.484, 2.314, -5.951], [-5.779, 1.874, -3.786], [-5.895, 2.569, -5.416], [-6.430, 3.490, -3.986], [-3.237, 5.050, -5.180], [-4.869, 5.446, -4.636], [-4.626, 4.453, -6.074]], "atomic_forces_ev_per_a": [[1.289, 1.059, -0.776], [0.055, 0.067, -0.155], [-0.014, -0.057, 0.068], [-0.011, 0.076, -0.003], [0.005, -0.209, 0.067], [0.105, 0.003, -0.051], [-0.195, -0.031, 0.039], [-0.042, -0.021, 0.037], [0.120, 0.092, -0.137], [0.018, 0.016, -0.078], [-0.028, 0.009, 0.032], [0.037, 0.078, -0.035], [0.010, 0.144, 0.072], [-0.186, -0.226, 0.035], [0.088, 0.252, 0.126], [0.030, -0.083, -0.109], [0.163, -0.235, -0.132], [0.020, 0.043, -0.099], [-0.001, 0.000, 0.026], [0.009, 0.034, -0.171], [-0.421, -0.367, 0.127], [-0.505, -0.609, 0.207], [-0.162, 0.063, 0.079], [0.059, -0.147, 0.008], [-0.326, -0.005, 0.253], [0.141, -0.199, -0.120], [0.067, 0.017, 0.025], [-0.003, 0.005, -0.007], [-0.030, -0.008, 0.017], [0.034, 0.025, 0.027], [-0.155, -0.041, 0.023], [-0.056, -0.014, -0.066], [-0.016, 0.013, -0.035], [0.021, 0.008, 0.014], [-0.023, 0.050, 0.011], [-0.020, 0.029, 0.063], [-0.026, 0.007, 0.011], [-0.014, -0.031, 0.022], [-0.127, -0.056, -0.155], [0.000, -0.039, -0.081], [0.024, -0.005, -0.059], [0.000, -0.012, -0.042], [-0.020, 0.031, -0.002], [-0.020, -0.024, 0.027], [0.013, -0.041, -0.007], [-0.015, -0.032, 0.013], [-0.024, 0.058, 0.002], [-0.082, 0.018, -0.071], [0.044, -0.038, -0.018], [-0.046, -0.010, 0.010], [-0.002, -0.004, 0.009], [0.034, 0.062, -0.047], [0.035, 0.001, -0.038], [0.082, 0.010, 0.080], [-0.001, 0.001, 0.015], [-0.001, -0.013, 0.007], [-0.029, 0.018, 0.033], [0.020, -0.004, 0.007], [0.000, 0.002, -0.005], [-0.014, 0.010, 0.026], [0.017, 0.022, 0.059], [0.004, 0.008, 0.051], [0.014, -0.032, -0.021], [-0.020, 0.003, -0.007], [-0.002, -0.003, 0.042], [-0.018, 0.011, 0.008], [0.026, -0.009, -0.020], [-0.057, -0.060, 0.061], [0.017, -0.006, 0.028], [0.015, 0.003, -0.029], [-0.001, -0.013, -0.028], [0.026, -0.016, 0.017], [0.038, -0.018, -0.034], [-0.032, -0.003, 0.012], [0.026, -0.115, -0.051], [-0.082, -0.135, -0.052], [0.426, 0.109, 0.145], [-0.020, -0.059, -0.098], [0.017, 0.006, 0.012], [0.027, 0.075, -0.044], [0.009, -0.003, -0.018], [-0.008, -0.043, 0.019], [0.073, -0.028, 0.004], [-0.090, 0.028, -0.047], [-0.017, 0.091, 0.008], [-0.049, -0.042, 0.016], [0.055, -0.011, 0.016], [0.000, -0.011, -0.042], [-0.031, 0.036, 0.051], [-0.109, 0.133, 0.011], [-0.120, -0.060, -0.044], [0.027, -0.006, -0.086], [-0.031, -0.047, 0.023], [-0.014, -0.008, -0.036], [-0.011, 0.096, -0.023], [-0.025, 0.009, 0.053], [0.178, 0.055, 0.070], [-0.029, 0.035, -0.003], [-0.006, -0.001, 0.003], [-0.020, 0.018, -0.004], [-0.006, -0.006, -0.001], [-0.004, -0.004, -0.001], [-0.014, 0.000, 0.005], [0.037, -0.008, 0.003], [-0.055, 0.073, 0.219], [-0.014, -0.026, -0.015], [0.000, -0.018, 0.029], [0.011, 0.005, 0.015], [0.014, 0.012, 0.012], [0.004, 0.005, -0.011], [-0.011, -0.014, -0.036], [-0.001, 0.007, -0.039], [0.011, 0.005, 0.003], [0.019, -0.018, 0.008], [-0.033, -0.005, 0.015], [-0.029, -0.007, -0.014], [0.011, 0.005, 0.018], [0.009, -0.003, 0.028], [-0.006, -0.029, 0.025], [-0.038, -0.031, -0.018], [0.005, -0.019, -0.003], [-0.007, 0.008, 0.005], [-0.002, 0.005, 0.006], [0.001, 0.012, -0.006], [0.038, -0.018, -0.008], [0.023, 0.055, -0.073], [-0.021, 0.004, 0.007], [0.020, -0.018, -0.016], [0.013, 0.030, 0.000], [-0.095, 0.003, 0.019], [0.085, -0.013, -0.003], [-0.030, -0.065, -0.041], [-0.034, -0.014, 0.036], [-0.020, -0.119, 0.051], [-0.020, 0.078, 0.015], [0.020, 0.093, -0.072], [-0.024, -0.025, -0.014], [-0.071, -0.016, 0.122], [0.165, 0.123, 0.138], [0.023, 0.001, 0.166], [-0.076, 0.017, -0.001], [-0.006, 0.037, -0.002], [0.016, -0.007, -0.011], [0.003, -0.007, 0.000], [-0.006, -0.022, 0.014], [0.059, -0.008, -0.015], [0.211, 0.021, 0.039], [-0.015, -0.036, 0.022], [0.017, 0.002, -0.012], [0.007, 0.021, 0.024], [-0.041, -0.002, -0.014], [0.019, -0.005, -0.030], [-0.005, -0.029, 0.014], [0.004, 0.022, 0.019], [0.004, 0.023, -0.018], [-0.031, 0.059, 0.003], [0.001, -0.041, 0.002], [0.015, 0.012, -0.009], [-0.008, -0.044, 0.016], [-0.089, 0.008, 0.023], [-0.032, 0.003, -0.028], [0.005, 0.013, 0.033], [0.008, -0.017, 0.003], [-0.028, -0.001, -0.008], [0.019, -0.025, 0.005], [0.019, 0.019, -0.017], [-0.014, -0.005, 0.030], [0.002, 0.029, -0.017], [0.023, -0.013, -0.009], [-0.274, 0.163, 0.165], [0.107, 0.151, 0.005], [0.053, -0.011, -0.102], [0.011, -0.040, 0.005], [-0.085, -0.095, 0.045], [-0.084, 0.051, -0.001], [0.055, -0.029, 0.034], [0.021, 0.001, -0.019], [0.023, -0.052, 0.070], [-0.138, 0.027, 0.110], [-0.019, 0.036, -0.001], [-0.026, -0.079, 0.044], [-0.008, -0.071, 0.012], [-0.002, 0.017, -0.080], [0.021, 0.065, 0.040], [-0.032, 0.008, 0.036], [-0.059, 0.006, -0.180], [0.028, -0.028, -0.022], [0.033, 0.064, 0.037], [-0.032, -0.009, 0.048], [0.019, 0.035, 0.024], [0.059, -0.070, 0.005], [-0.007, -0.026, 0.038], [0.121, 0.013, 0.015], [-0.020, -0.011, -0.067], [-0.005, -0.053, 0.007], [-0.036, -0.031, -0.057], [-0.003, 0.020, -0.002], [0.178, 0.105, 0.028], [-0.041, 0.041, 0.038], [-0.016, -0.013, -0.041]], "lowdin_charge": [0.9210, -0.0794, -0.3556, -0.0555, -0.1282, -0.0548, -0.1210, -0.0916, -0.1133, -0.3532, -0.0609, -0.0932, -0.1585, 0.1004, -0.5279, -0.0261, -0.1983, -0.0183, -0.0445, -0.0159, -0.3129, 0.0005, -0.6017, -0.0037, -0.0714, -0.1821, -0.1292, -0.0622, -0.1114, -0.0821, -0.1533, -0.3685, -0.0618, -0.0579, -0.3676, -0.0562, -0.0453, 0.0799, 0.0570, 0.0674, 0.1150, 0.0715, 0.0666, 0.0744, 0.0985, 0.0872, 0.0996, 0.1073, 0.0621, 0.0854, 0.0740, 0.0508, 0.0747, 0.0434, 0.1121, 0.1043, 0.1051, 0.1026, 0.0907, 0.1060, 0.1090, 0.0697, 0.0835, 0.0721, 0.0709, 0.0756, 0.0604, 0.0676, 0.0723, 0.0355, 0.0679, 0.0772, 0.0489, 0.0754, -0.1987, -0.5030, 1.0079, -0.3996, -0.1087, -0.0823, -0.0972, -0.0895, -0.0968, -0.3139, -0.0997, -0.0806, -0.0946, -0.0894, -0.0951, 0.9906, -0.3621, -0.0829, -0.0847, -0.0865, -0.0734, -0.1129, -0.3814, -0.0974, -0.0900, -0.0952, -0.0885, -0.1190, 0.0807, 0.0619, 0.0401, 0.0978, 0.1021, 0.0941, 0.0967, 0.1083, 0.0495, 0.0964, 0.0957, 0.0978, 0.0961, 0.0982, 0.0983, 0.0965, 0.0908, 0.0877, 0.1050, 0.1086, 0.1003, 0.0978, 0.0994, -0.0430, -0.5471, -0.0627, -0.0452, -0.1543, -0.0180, -0.1597, 0.1474, -0.1839, 0.0428, -0.1982, 0.0281, -0.1722, -0.0399, -0.1383, 0.1067, -0.5522, -0.0602, -0.0389, -0.0477, 0.0853, 0.0477, 0.0814, 0.0815, 0.0797, 0.0895, 0.0815, 0.0797, 0.0838, 0.1064, 0.1101, 0.1115, 0.1091, 0.1068, 0.1146, 0.0851, 0.0844, 0.0816, 0.0867, 0.0817, 0.0798, 0.0901, 0.0741, 0.0802, -0.2709, 0.6917, -0.6899, -0.1564, -0.1158, -0.1682, -0.6851, -0.1325, -0.1807, -0.1381, -0.0112, -0.0140, 0.0018, 0.0459, 0.0642, 0.0526, 0.0510, 0.0487, 0.0649, 0.0469, 0.0708, 0.0582, 0.0646, 0.0580, 0.0747, 0.0513, 0.0649, 0.0485, 0.0511, 0.0564, 0.0658]}